#i
ORCA calculation (the ωB97M-V functional and the def2-TZVPD basis) on a cluster of 9 separate species, C24H71N13O9 in total.

Geometry as XYZ:
```
117
C24H71N13O9 the ωB97M-V functional and the def2-TZVPD basis
C 7.687 0.754 2.412
O 8.145 0.109 1.227
C 7.556 -1.158 0.986
C 6.260 -1.057 0.190
C 5.786 -2.486 -0.186
N 6.362 -0.269 -1.066
H 6.601 0.792 2.399
H 8.132 1.740 2.520
H 8.088 0.185 3.264
H 8.305 -1.682 0.376
H 7.496 -1.753 1.906
H 5.444 -0.664 0.801
H 5.829 -3.242 0.605
H 6.349 -2.898 -1.025
H 4.738 -2.419 -0.487
H 7.283 0.159 -1.031
H 5.660 0.454 -0.976
C 3.821 -5.312 -1.520
O 2.488 -5.158 -2.005
C 2.393 -5.768 -3.298
C 2.444 -4.697 -4.373
C 1.319 -3.647 -4.302
N 2.348 -5.360 -5.697
H 4.536 -4.714 -2.094
H 4.126 -6.358 -1.461
H 3.855 -4.899 -0.510
H 3.229 -6.399 -3.608
H 1.420 -6.257 -3.329
H 3.393 -4.158 -4.422
H 1.384 -2.948 -5.136
H 1.444 -3.052 -3.388
H 0.310 -4.054 -4.217
H 1.368 -5.580 -5.867
H 2.562 -4.785 -6.502
C 0.964 -1.694 -1.381
O 0.869 -0.506 -0.621
C -0.355 0.168 -0.743
C -0.538 1.307 0.264
C -0.876 0.763 1.641
N -1.705 2.066 -0.242
H 0.072 -2.305 -1.210
H 1.858 -2.299 -1.227
H 0.962 -1.473 -2.456
H -0.443 0.574 -1.759
H -1.191 -0.544 -0.690
H 0.357 1.934 0.249
H -0.068 0.279 2.200
H -1.698 0.041 1.686
H -1.270 1.580 2.255
H -1.952 2.655 0.554
H -2.489 1.418 -0.273
C -4.767 -0.154 8.687
O -5.081 0.568 7.515
C -4.345 1.755 7.370
C -4.723 2.388 6.036
C -4.229 1.616 4.813
N -4.186 3.755 5.964
H -3.701 -0.409 8.652
H -5.263 -1.125 8.687
H -5.101 0.427 9.552
H -4.719 2.446 8.143
H -3.263 1.605 7.461
H -5.814 2.507 6.083
H -4.480 2.169 3.903
H -4.805 0.694 4.712
H -3.152 1.473 4.753
H -4.608 4.255 6.755
H -4.641 4.296 5.231
C 1.216 0.727 -5.810
O -0.134 0.345 -5.816
C -0.591 -0.002 -4.518
C -2.102 0.090 -4.556
C -2.540 1.572 -4.443
N -2.679 -0.626 -3.372
H 1.905 -0.098 -5.582
H 1.448 1.570 -5.148
H 1.458 1.087 -6.814
H -0.214 -0.998 -4.243
H -0.221 0.640 -3.707
H -2.488 -0.244 -5.519
H -2.296 1.939 -3.442
H -3.628 1.650 -4.512
H -2.105 2.174 -5.241
H -3.642 -0.292 -3.385
H -2.309 -0.168 -2.541
N -0.025 4.060 -2.184
C -0.055 5.060 -1.264
N -0.350 4.655 0.007
O 0.110 6.255 -1.516
H 0.436 4.139 -3.068
H -0.389 3.162 -1.903
H -0.526 5.392 0.662
H -0.509 3.683 0.181
N 3.324 0.607 0.083
C 3.632 0.269 1.380
N 2.980 -0.850 1.849
O 4.438 0.885 2.052
H 2.705 -0.013 -0.417
H 3.735 1.463 -0.235
H 3.154 -1.145 2.787
H 2.355 -1.256 1.184
N -5.464 2.526 1.158
C -4.738 3.550 1.731
N -5.529 4.367 2.509
O -3.517 3.685 1.681
H -6.460 2.487 1.237
H -5.009 1.855 0.531
H -6.478 4.109 2.671
H -5.032 5.155 2.887
N -5.670 -0.855 0.909
C -4.546 -0.676 0.144
N -3.982 -1.808 -0.353
O -4.067 0.425 -0.161
H -5.942 -1.794 1.096
H -6.043 0.028 1.212
H -4.271 -2.726 -0.081
H -3.125 -1.711 -0.870
```

Summary:
SMILES ... COC[C@H](C)N.COC[C@H](C)N.COC[C@H](C)N.COC[C@H](C)N.COC[C@H](C)N.NC(N)=O.NC(N)=O.NC(N)=O.NC(N)=O
Lowest unoccupied orbital energy ... 0.0003 hartree
HOMO level ... -9.0 eV

Mulliken atomic charge list, values in e, 5 entries: -0.40, -0.39, -0.89, 2.19, -1.31


#ii
ORCA calculation (the ωB97M-V functional and the def2-TZVPD basis) on a cluster of 9 separate species, C24H71N13O9 in total.

Geometry as XYZ:
```
117
C24H71N13O9 the ωB97M-V functional and the def2-TZVPD basis
C -0.336 -24.613 -16.205
O -0.041 -23.276 -16.486
C 0.639 -22.564 -15.449
C 0.453 -21.084 -15.617
C 0.594 -20.633 -17.063
N 1.309 -20.334 -14.711
H 0.513 -25.230 -16.516
H -1.211 -24.882 -16.804
H -0.653 -24.829 -15.178
H 0.319 -22.995 -14.491
H 1.706 -22.847 -15.502
H -0.569 -20.858 -15.282
H -0.208 -20.988 -17.718
H 1.437 -21.174 -17.524
H 0.825 -19.580 -17.191
H 0.904 -19.429 -14.505
H 2.214 -20.140 -15.131
C 4.924 -16.304 -9.064
O 5.687 -17.366 -9.535
C 5.578 -17.767 -10.884
C 5.991 -19.226 -10.980
C 6.070 -19.712 -12.409
N 5.146 -20.131 -10.161
H 3.862 -16.279 -9.357
H 5.335 -15.361 -9.459
H 4.972 -16.292 -7.979
H 4.549 -17.628 -11.236
H 6.345 -17.212 -11.444
H 6.965 -19.386 -10.507
H 5.078 -19.825 -12.860
H 6.459 -20.726 -12.501
H 6.686 -19.043 -13.010
H 4.190 -20.185 -10.540
H 4.858 -19.557 -9.357
C 7.162 -14.663 -13.818
O 8.222 -14.224 -14.641
C 8.608 -12.897 -14.342
C 9.623 -12.488 -15.398
C 10.265 -11.141 -15.005
N 9.060 -12.399 -16.751
H 6.951 -15.733 -13.842
H 6.256 -14.176 -14.204
H 7.395 -14.398 -12.780
H 7.725 -12.238 -14.334
H 9.035 -12.876 -13.330
H 10.319 -13.328 -15.357
H 9.458 -10.404 -14.964
H 11.049 -10.877 -15.706
H 10.594 -11.181 -13.960
H 8.506 -11.560 -16.894
H 9.873 -12.241 -17.343
C -0.808 -17.556 -7.728
O -0.652 -16.597 -8.743
C 0.582 -16.596 -9.414
C 0.838 -15.201 -9.932
C -0.231 -14.699 -10.898
N 2.067 -15.280 -10.748
H -1.741 -17.382 -7.202
H 0.018 -17.493 -7.005
H -0.778 -18.575 -8.137
H 1.430 -16.900 -8.786
H 0.493 -17.263 -10.284
H 0.894 -14.462 -9.126
H -0.074 -13.665 -11.197
H -1.218 -14.750 -10.413
H -0.415 -15.337 -11.764
H 2.479 -14.398 -11.009
H 2.766 -15.942 -10.434
C 6.574 -18.165 -20.196
O 5.223 -18.311 -20.568
C 4.349 -17.901 -19.536
C 2.946 -17.656 -20.038
C 2.073 -17.253 -18.839
N 2.361 -18.830 -20.676
H 7.153 -18.378 -21.093
H 6.841 -18.898 -19.421
H 6.815 -17.173 -19.803
H 4.400 -18.614 -18.701
H 4.711 -16.959 -19.084
H 2.954 -16.867 -20.795
H 2.314 -17.992 -18.070
H 1.012 -17.369 -19.041
H 2.398 -16.252 -18.564
H 1.913 -19.482 -20.053
H 2.972 -19.246 -21.360
N -1.887 -19.167 -12.281
C -1.859 -18.624 -13.540
N -3.099 -18.369 -14.073
O -0.819 -18.226 -14.051
H -2.786 -19.256 -11.843
H -1.080 -19.408 -11.740
H -3.895 -18.679 -13.547
H -3.205 -18.218 -15.058
N 6.381 -20.506 -15.491
C 5.092 -20.196 -15.908
N 4.923 -18.845 -16.067
O 4.281 -21.047 -16.212
H 7.054 -19.764 -15.424
H 6.754 -21.426 -15.630
H 4.029 -18.447 -16.314
H 5.561 -18.198 -15.643
N 1.593 -16.726 -13.396
C 2.605 -16.871 -14.296
N 3.868 -16.610 -13.813
O 2.390 -17.174 -15.475
H 1.869 -16.295 -12.515
H 0.633 -16.868 -13.661
H 4.520 -16.441 -14.554
H 3.955 -16.437 -12.831
N 0.175 -12.601 -16.338
C 1.019 -13.696 -16.450
N 0.400 -14.888 -16.214
O 2.207 -13.551 -16.618
H -0.798 -12.735 -16.548
H 0.569 -11.683 -16.384
H 0.977 -15.717 -16.241
H -0.553 -14.929 -15.915
```

Summary:
SMILES ... COC[C@H](C)N.COC[C@H](C)N.COC[C@H](C)N.COC[C@H](C)N.COC[C@H](C)N.NC(N)=O.NC(N)=O.NC(N)=O.NC(N)=O
Lowest unoccupied orbital energy ... 0.0085 hartree
HOMO level ... -8.1 eV

Mulliken atomic charge list, values in e, 5 entries: -0.78, -0.30, -0.91, 1.01, -1.52


Least stable: #i


#i
ORCA calculation (the ωB97M-V functional and the def2-TZVPD basis) on a cluster of 2 separate species, CH6N2O2 in total.

Geometry as XYZ:
```
11
CH6N2O2 the ωB97M-V functional and the def2-TZVPD basis
O 3.046 0.628 1.570
C 1.605 0.381 1.621
N 0.907 0.953 0.677
O 1.654 1.665 -0.237
H 1.175 -0.219 2.399
H 0.004 0.620 0.277
H 2.572 1.554 0.174
N -0.927 -0.398 -0.784
H -1.359 -1.175 -0.295
H -1.604 -0.043 -1.451
H -0.151 -0.772 -1.323
```

Summary:
SMILES ... O=CNO.N
Lowest unoccupied orbital energy ... 0.0169 hartree
HOMO level ... -9.1 eV

Mulliken atomic charge list, values in e, 5 entries: -0.72, -0.01, 0.04, -0.44, 0.36


#ii
ORCA calculation (the ωB97M-V functional and the def2-TZVPD basis) on a cluster of 2 separate species, CH6N2O2 in total.

Geometry as XYZ:
```
11
CH6N2O2 the ωB97M-V functional and the def2-TZVPD basis
C 2.140 -0.777 0.043
N 1.770 0.395 -0.203
N 0.186 0.702 -0.051
H 3.203 -0.999 0.028
H 1.466 -1.615 0.263
H 0.175 1.719 0.002
H -0.003 0.297 -0.969
O -2.051 0.696 0.539
O -2.634 -0.513 0.092
H -0.972 0.315 0.819
H -3.280 -0.220 -0.565
```

Summary:
SMILES ... C=NN.OO
Lowest unoccupied orbital energy ... 0.0345 hartree
HOMO level ... -8.6 eV

Mulliken atomic charge list, values in e, 5 entries: -0.20, -0.47, -0.45, 0.26, 0.27


Least stable: #ii


#i
ORCA calculation (the ωB97M-V functional and the def2-TZVPD basis) on a cluster of 8 separate species, H16O8 in total.

Geometry as XYZ:
```
24
H16O8 the ωB97M-V functional and the def2-TZVPD basis
O 3.047 -0.548 -0.129
H 3.204 -1.491 -0.184
H 2.094 -0.465 -0.111
O -0.644 -0.247 0.419
H -1.459 -0.462 -0.035
H -0.116 0.206 -0.237
O -0.298 -2.285 2.137
H -0.411 -1.493 1.612
H -1.189 -2.555 2.360
O -0.873 2.902 1.386
H -0.888 2.254 2.090
H -0.156 2.621 0.816
O -3.320 0.032 -0.627
H -3.127 0.948 -0.427
H -4.109 -0.163 -0.122
O 2.290 0.997 -2.662
H 1.797 1.364 -1.929
H 3.149 0.790 -2.294
O 1.232 2.453 -0.348
H 1.105 3.268 -0.833
H 2.064 2.574 0.110
O -1.312 -3.729 -0.636
H -0.372 -3.593 -0.513
H -1.711 -3.378 0.160
```

Summary:
SMILES ... O.O.O.O.O.O.O.O
Lowest unoccupied orbital energy ... 0.0011 hartree
HOMO level ... -11.2 eV

Mulliken atomic charge list, values in e, 5 entries: -0.60, 0.31, 0.28, -0.62, 0.37


#ii
ORCA calculation (the ωB97M-V functional and the def2-TZVPD basis) on a cluster of 8 separate species, H16O8 in total.

Geometry as XYZ:
```
24
H16O8 the ωB97M-V functional and the def2-TZVPD basis
O -14.528 9.272 -5.298
H -14.360 10.213 -5.249
H -14.116 8.913 -4.512
O -13.402 9.315 -8.930
H -14.302 9.638 -8.965
H -13.482 8.368 -9.047
O -19.809 8.109 -5.054
H -20.511 8.482 -4.521
H -19.569 8.810 -5.660
O -18.458 9.201 -9.335
H -18.790 8.342 -9.597
H -17.846 9.015 -8.623
O -15.661 10.638 -8.851
H -15.710 11.378 -9.456
H -16.020 10.974 -8.030
O -14.100 6.436 -5.712
H -14.470 7.305 -5.871
H -14.811 5.831 -5.924
O -16.516 8.334 -6.999
H -15.828 8.939 -7.279
H -16.676 8.560 -6.083
O -17.933 6.025 -4.489
H -17.804 5.976 -3.541
H -18.351 6.874 -4.630
```

Summary:
SMILES ... O.O.O.O.O.O.O.O
Lowest unoccupied orbital energy ... -0.0030 hartree
HOMO level ... -10.8 eV

Mulliken atomic charge list, values in e, 5 entries: -0.59, 0.25, 0.28, -0.65, 0.37


#iii
ORCA calculation (the ωB97M-V functional and the def2-TZVPD basis) on a cluster of 8 separate species, H16O8 in total.

Geometry as XYZ:
```
24
H16O8 the ωB97M-V functional and the def2-TZVPD basis
O -0.767 0.495 -1.115
H 0.090 0.848 -1.302
H -1.107 0.884 -0.377
O 2.059 -1.768 -0.139
H 1.602 -2.459 -0.761
H 2.598 -2.211 0.491
O -2.298 2.941 -1.346
H -1.295 3.191 -1.387
H -2.206 2.024 -1.105
O 2.915 3.158 1.319
H 3.201 4.002 0.934
H 1.991 3.271 1.257
O -1.597 -2.433 0.304
H -2.358 -1.783 0.095
H -1.711 -3.169 -0.288
O -0.251 -0.501 1.717
H -0.806 -0.215 2.428
H 0.739 -0.428 1.864
O 4.217 -1.571 -1.011
H 3.977 -0.577 -0.919
H 4.622 -1.517 -1.902
O -4.903 -0.682 0.293
H -4.139 -0.630 -0.264
H -4.572 -0.869 1.217
```

Summary:
SMILES ... O.O.O.O.O.O.O.O
Lowest unoccupied orbital energy ... -0.0013 hartree
HOMO level ... -10.1 eV

Mulliken atomic charge list, values in e, 5 entries: -0.58, 0.27, 0.24, -0.63, 0.29


#iv
ORCA calculation (the ωB97M-V functional and the def2-TZVPD basis) on a cluster of 8 separate species, H16O8 in total.

Geometry as XYZ:
```
24
H16O8 the ωB97M-V functional and the def2-TZVPD basis
O -1.429 0.190 0.559
H -1.972 0.978 0.370
H -1.780 -0.257 1.266
O -1.191 2.393 4.079
H -1.492 3.091 3.495
H -0.557 1.897 3.690
O 2.470 -0.892 0.854
H 2.537 0.021 1.013
H 3.353 -1.303 1.115
O 1.631 -1.777 -1.488
H 1.769 -2.626 -1.920
H 1.466 -1.211 -2.298
O -2.485 -0.202 -2.053
H -1.922 0.239 -1.402
H -2.508 0.338 -2.827
O 0.000 0.110 -1.151
H 0.854 -0.187 -0.828
H 0.290 0.333 -2.114
O -1.002 -3.805 -1.418
H -0.680 -4.672 -1.168
H -1.793 -4.004 -1.936
O 1.692 3.487 1.420
H 1.832 4.241 1.986
H 0.919 3.615 0.755
```

Summary:
SMILES ... O.O.O.O.O.O.O.O
Lowest unoccupied orbital energy ... 0.0128 hartree
HOMO level ... -10.1 eV

Mulliken atomic charge list, values in e, 5 entries: -0.53, 0.30, 0.22, -0.60, 0.30


Least stable: #iv